{
  "formula": "C70H182N14O21",
  "method": "ωB97M-V/def2-TZVPD",
  "elements": ["C", "C", "C", "O", "C", "N", "H", "H", "H", "H", "H", "H", "H", "H", "H", "H", "H", "C", "C", "C", "O", "C", "N", "H", "H", "H", "H", "H", "H", "H", "H", "H", "H", "H", "C", "C", "C", "O", "C", "N", "H", "H", "H", "H", "H", "H", "H", "H", "H", "H", "H", "C", "C", "C", "O", "C", "N", "H", "H", "H", "H", "H", "H", "H", "H", "H", "H", "H", "C", "C", "C", "O", "C", "N", "H", "H", "H", "H", "H", "H", "H", "H", "H", "H", "H", "C", "C", "C", "O", "C", "N", "H", "H", "H", "H", "H", "H", "H", "H", "H", "H", "H", "C", "C", "C", "O", "C", "N", "H", "H", "H", "H", "H", "H", "H", "H", "H", "H", "H", "C", "O", "C", "C", "N", "C", "C", "O", "C", "H", "H", "H", "H", "H", "H", "H", "H", "H", "H", "H", "H", "H", "H", "H", "C", "O", "C", "C", "N", "C", "C", "O", "C", "H", "H", "H", "H", "H", "H", "H", "H", "H", "H", "H", "H", "H", "H", "H", "C", "O", "C", "C", "N", "C", "C", "O", "C", "H", "H", "H", "H", "H", "H", "H", "H", "H", "H", "H", "H", "H", "H", "H", "C", "O", "C", "C", "N", "C", "C", "O", "C", "H", "H", "H", "H", "H", "H", "H", "H", "H", "H", "H", "H", "H", "H", "H", "C", "O", "C", "C", "N", "C", "C", "O", "C", "H", "H", "H", "H", "H", "H", "H", "H", "H", "H", "H", "H", "H", "H", "H", "C", "O", "C", "C", "N", "C", "C", "O", "C", "H", "H", "H", "H", "H", "H", "H", "H", "H", "H", "H", "H", "H", "H", "H", "C", "O", "C", "C", "N", "C", "C", "O", "C", "H", "H", "H", "H", "H", "H", "H", "H", "H", "H", "H", "H", "H", "H", "H"],
  "xyz": [[2.552, 2.484, 3.756], [3.498, 3.540, 4.246], [2.778, 4.673, 4.863], [1.760, 5.207, 4.023], [1.229, 6.472, 4.439], [4.581, 2.951, 5.078], [2.207, 1.855, 4.616], [3.002, 1.740, 3.115], [1.744, 2.875, 3.167], [3.902, 3.921, 3.295], [3.508, 5.417, 5.149], [2.329, 4.295, 5.814], [0.492, 6.839, 3.758], [1.998, 7.270, 4.420], [0.826, 6.526, 5.436], [4.130, 2.420, 5.804], [5.163, 3.633, 5.582], [-1.819, 0.448, -6.083], [-3.201, 0.195, -5.434], [-3.333, 0.707, -4.034], [-2.455, 0.053, -3.090], [-2.678, -1.353, -3.003], [-4.165, 0.738, -6.372], [-1.015, 0.081, -5.437], [-1.763, 1.528, -6.235], [-1.834, -0.119, -6.992], [-3.356, -0.927, -5.343], [-4.351, 0.500, -3.747], [-3.117, 1.768, -3.919], [-2.119, -1.832, -3.769], [-3.739, -1.597, -3.185], [-2.278, -1.735, -2.073], [-4.952, 1.258, -6.029], [-3.772, 1.349, -7.090], [2.553, 0.170, 0.662], [1.483, -0.611, 1.453], [0.163, 0.064, 1.185], [-0.874, -0.491, 2.007], [-2.086, 0.175, 1.994], [1.501, -2.035, 1.123], [3.540, -0.286, 0.851], [2.516, 1.243, 0.969], [2.484, 0.194, -0.459], [1.737, -0.504, 2.511], [-0.058, -0.082, 0.105], [0.172, 1.158, 1.361], [-2.030, 1.254, 2.203], [-2.655, -0.350, 2.790], [-2.507, 0.039, 0.982], [1.023, -2.611, 1.797], [0.946, -2.190, 0.227], [-7.197, -1.103, -0.671], [-6.193, -0.022, -0.164], [-6.243, 1.126, -1.154], [-5.776, 2.361, -0.597], [-4.347, 2.358, -0.618], [-6.584, 0.327, 1.187], [-7.017, -1.444, -1.669], [-8.186, -0.615, -0.673], [-7.240, -1.974, -0.071], [-5.203, -0.504, -0.067], [-7.338, 1.306, -1.265], [-5.809, 0.953, -2.127], [-3.888, 1.888, 0.222], [-3.989, 3.379, -0.575], [-3.993, 1.928, -1.533], [-7.501, 0.731, 1.287], [-5.926, 0.945, 1.661], [5.081, -0.521, 3.923], [5.633, -1.903, 3.513], [4.414, -2.869, 3.416], [4.861, -4.150, 2.969], [3.850, -5.097, 2.901], [6.315, -1.827, 2.187], [5.729, 0.308, 3.710], [4.889, -0.493, 4.964], [4.178, -0.275, 3.342], [6.293, -2.395, 4.275], [3.640, -2.417, 2.786], [3.975, -2.986, 4.414], [4.228, -6.019, 2.447], [3.006, -4.841, 2.250], [3.463, -5.270, 3.912], [5.572, -1.596, 1.514], [6.698, -2.746, 1.932], [4.405, -4.051, -0.254], [4.327, -4.642, -1.667], [5.711, -4.574, -2.403], [5.990, -3.192, -2.674], [7.109, -2.961, -3.534], [3.947, -6.035, -1.552], [3.421, -3.989, 0.144], [4.697, -3.015, -0.366], [5.198, -4.605, 0.305], [3.616, -3.988, -2.204], [5.668, -5.224, -3.301], [6.438, -5.010, -1.726], [6.887, -3.327, -4.525], [7.938, -3.497, -3.069], [7.388, -1.906, -3.632], [3.880, -6.489, -2.456], [3.070, -6.079, -1.100], [1.562, 2.793, -1.741], [0.173, 3.209, -2.286], [0.042, 2.741, -3.719], [1.147, 2.993, -4.571], [1.387, 4.351, -4.858], [-0.889, 2.500, -1.524], [2.379, 3.206, -2.346], [1.630, 1.712, -1.919], [1.678, 3.032, -0.695], [-0.018, 4.300, -2.225], [-0.924, 3.182, -4.107], [-0.032, 1.656, -3.621], [0.431, 4.878, -5.004], [1.964, 4.442, -5.748], [1.913, 4.833, -4.007], [-0.895, 1.526, -1.637], [-1.793, 2.824, -1.781], [-1.308, -3.422, -5.898], [-1.896, -4.069, -4.804], [-3.178, -4.532, -5.168], [-3.835, -5.234, -3.979], [-4.081, -4.217, -2.945], [-4.468, -4.797, -1.701], [-4.124, -3.919, -0.530], [-2.718, -4.143, -0.279], [-2.133, -3.049, 0.389], [-0.250, -3.237, -5.687], [-1.948, -2.590, -6.261], [-1.334, -4.088, -6.768], [-3.139, -5.291, -5.991], [-3.744, -3.662, -5.516], [-3.126, -6.062, -3.618], [-4.827, -5.625, -4.265], [-3.195, -3.723, -2.850], [-3.919, -5.713, -1.424], [-5.537, -5.034, -1.705], [-4.685, -4.173, 0.330], [-4.278, -2.835, -0.711], [-2.637, -2.809, 1.355], [-2.224, -2.152, -0.230], [-1.085, -3.249, 0.527], [3.368, -1.111, -2.407], [2.395, -0.897, -3.386], [2.891, -0.293, -4.522], [1.742, -0.177, -5.541], [2.155, 0.860, -6.576], [1.412, 0.783, -7.833], [1.903, 1.920, -8.673], [1.698, 3.140, -8.072], [0.308, 3.461, -7.828], [3.745, -0.189, -2.017], [4.128, -1.659, -2.902], [2.869, -1.681, -1.612], [3.782, -0.766, -5.011], [3.310, 0.696, -4.221], [0.788, 0.050, -5.103], [1.657, -1.145, -5.984], [1.889, 1.744, -6.110], [0.312, 0.743, -7.729], [1.588, -0.157, -8.335], [1.326, 1.998, -9.651], [2.977, 1.814, -8.891], [0.083, 3.068, -6.847], [-0.315, 2.890, -8.517], [0.172, 4.546, -7.894], [6.031, 0.662, 9.008], [4.660, 0.822, 9.021], [3.991, 0.361, 7.773], [2.490, 0.691, 7.842], [2.233, 2.139, 7.863], [0.832, 2.435, 8.104], [-0.155, 2.385, 6.945], [-0.096, 1.057, 6.368], [-0.710, 1.004, 5.132], [6.441, 1.053, 8.076], [6.293, -0.403, 9.001], [6.413, 1.090, 9.898], [4.154, -0.720, 7.838], [4.461, 0.722, 6.832], [2.098, 0.213, 8.721], [2.018, 0.276, 6.967], [2.698, 2.457, 8.689], [0.695, 3.429, 8.527], [0.403, 1.792, 8.916], [0.114, 3.136, 6.188], [-1.196, 2.583, 7.313], [-0.700, -0.010, 4.678], [-0.172, 1.598, 4.356], [-1.744, 1.326, 5.145], [-0.369, -3.857, 3.747], [0.235, -4.548, 2.692], [-0.209, -5.929, 2.621], [0.760, -6.672, 1.714], [0.932, -6.101, 0.328], [-0.321, -6.221, -0.450], [-0.137, -5.432, -1.739], [0.278, -4.087, -1.385], [0.396, -3.247, -2.541], [-1.482, -3.970, 3.669], [-0.155, -2.784, 3.689], [-0.056, -4.245, 4.770], [-1.204, -5.925, 2.232], [-0.263, -6.276, 3.719], [0.451, -7.754, 1.640], [1.761, -6.651, 2.221], [1.042, -5.089, 0.474], [-1.185, -5.882, 0.149], [-0.478, -7.285, -0.735], [-1.024, -5.447, -2.347], [0.702, -5.817, -2.331], [1.238, -3.594, -3.203], [0.654, -2.281, -2.146], [-0.527, -3.218, -3.092], [-4.674, -4.492, 3.337], [-6.055, -4.341, 3.061], [-6.537, -3.084, 3.555], [-7.913, -2.832, 3.063], [-8.343, -1.480, 3.524], [-9.732, -1.124, 3.278], [-10.070, 0.322, 3.697], [-9.424, 1.177, 2.784], [-9.810, 2.493, 2.777], [-4.540, -4.650, 4.414], [-4.130, -3.602, 3.040], [-4.209, -5.304, 2.756], [-5.804, -2.370, 3.194], [-6.445, -3.119, 4.632], [-8.598, -3.595, 3.447], [-7.915, -2.820, 1.940], [-7.697, -0.767, 3.168], [-10.462, -1.850, 3.685], [-9.880, -1.147, 2.193], [-9.610, 0.498, 4.693], [-11.167, 0.430, 3.747], [-9.572, 3.021, 3.706], [-10.896, 2.614, 2.606], [-9.256, 2.987, 1.978], [-4.586, 5.424, -2.157], [-3.179, 5.444, -1.724], [-2.788, 6.692, -1.157], [-1.363, 6.602, -0.696], [-0.944, 5.432, 0.122], [-1.654, 5.263, 1.417], [-1.082, 4.089, 2.210], [-1.929, 3.545, 3.261], [-2.008, 4.242, 4.463], [-4.626, 4.581, -2.853], [-4.922, 6.323, -2.696], [-5.228, 5.363, -1.318], [-3.512, 6.914, -0.369], [-2.886, 7.505, -1.852], [-1.212, 7.464, -0.036], [-0.671, 6.785, -1.549], [-0.887, 4.605, -0.435], [-2.736, 5.116, 1.279], [-1.523, 6.212, 1.996], [-0.033, 4.274, 2.584], [-1.018, 3.259, 1.508], [-0.999, 4.336, 4.910], [-2.652, 3.724, 5.151], [-2.428, 5.234, 4.299], [4.961, 3.386, -6.248], [5.786, 2.950, -5.196], [5.456, 3.515, -3.911], [6.220, 2.842, -2.770], [5.813, 1.454, -2.556], [6.429, 0.786, -1.440], [5.929, 1.193, -0.109], [6.377, 2.507, 0.203], [6.178, 2.855, 1.562], [3.909, 3.258, -6.016], [5.194, 2.766, -7.106], [5.185, 4.437, -6.480], [4.372, 3.361, -3.756], [5.672, 4.570, -3.829], [6.168, 3.470, -1.904], [7.256, 2.878, -3.104], [5.950, 0.899, -3.386], [7.540, 0.821, -1.385], [6.116, -0.241, -1.558], [6.361, 0.532, 0.652], [4.843, 1.140, -0.054], [6.826, 2.282, 2.272], [5.172, 2.823, 1.932], [6.573, 3.870, 1.739]],
  "lowdin_charge": [-0.05, -0.44, -0.22, -0.19, -0.10, 0.08, 0.09, 0.04, 0.06, 0.13, 0.12, 0.13, 0.07, 0.09, 0.08, 0.02, 0.09, -0.05, -0.44, -0.20, -0.19, -0.09, 0.04, 0.06, 0.08, 0.07, 0.13, 0.10, 0.12, 0.05, 0.10, 0.07, 0.06, 0.07, -0.07, -0.42, -0.18, -0.22, -0.13, 0.09, 0.06, 0.08, 0.06, 0.13, 0.13, 0.12, 0.07, 0.10, 0.08, 0.03, 0.09, -0.05, -0.42, -0.19, -0.17, -0.09, 0.06, 0.07, 0.08, 0.04, 0.13, 0.13, 0.10, 0.07, 0.06, 0.06, 0.06, 0.09, -0.05, -0.38, -0.20, -0.20, -0.15, 0.05, 0.06, 0.04, 0.06, 0.15, 0.10, 0.12, 0.10, 0.05, 0.09, 0.05, 0.07, -0.05, -0.43, -0.17, -0.23, -0.09, 0.05, 0.04, 0.06, 0.10, 0.12, 0.12, 0.12, 0.08, 0.09, 0.08, 0.07, 0.02, -0.01, -0.39, -0.21, -0.22, -0.10, 0.08, 0.07, 0.07, 0.07, 0.13, 0.14, 0.11, 0.10, 0.06, 0.10, 0.04, 0.04, -0.11, -0.23, -0.23, -0.19, -0.05, -0.22, -0.18, -0.20, -0.10, 0.09, 0.08, 0.09, 0.13, 0.12, 0.14, 0.13, 0.07, 0.12, 0.13, 0.10, 0.12, 0.09, 0.06, 0.06, -0.11, -0.20, -0.24, -0.15, -0.01, -0.23, -0.26, -0.21, -0.07, 0.06, 0.07, 0.08, 0.14, 0.12, 0.07, 0.10, 0.08, 0.09, 0.12, 0.14, 0.13, 0.05, 0.09, 0.10, -0.14, -0.21, -0.16, -0.19, -0.03, -0.22, -0.19, -0.19, -0.14, 0.09, 0.09, 0.08, 0.12, 0.09, 0.11, 0.10, 0.10, 0.12, 0.13, 0.09, 0.14, 0.09, 0.08, 0.08, -0.12, -0.25, -0.19, -0.18, -0.04, -0.19, -0.18, -0.23, -0.07, 0.09, 0.08, 0.11, 0.09, 0.15, 0.13, 0.10, 0.08, 0.09, 0.13, 0.10, 0.12, 0.11, 0.07, 0.05, -0.13, -0.20, -0.23, -0.19, -0.07, -0.22, -0.21, -0.22, -0.14, 0.09, 0.05, 0.09, 0.11, 0.12, 0.13, 0.11, 0.09, 0.12, 0.11, 0.13, 0.12, 0.09, 0.09, 0.09, -0.07, -0.22, -0.25, -0.20, -0.04, -0.19, -0.18, -0.22, -0.12, 0.09, 0.09, 0.07, 0.12, 0.11, 0.11, 0.12, 0.04, 0.12, 0.12, 0.12, 0.09, 0.07, 0.08, 0.09, -0.11, -0.19, -0.20, -0.19, -0.03, -0.23, -0.23, -0.19, -0.11, 0.05, 0.09, 0.09, 0.11, 0.11, 0.11, 0.12, 0.11, 0.14, 0.10, 0.11, 0.10, 0.10, 0.05, 0.09],
  "orbital_gap_ev": 8.6930,
  "multiplicity": 1,
  "e_homo_ev": -8.29,
  "mol_weight_g_mol": 1556.303,
  "relative_energy_ev": 0.7394,
  "e_lumo_ha": 0.0149,
  "max_force_ev_per_a": 2.728
}